Molecular formula: C27H42NiOS2Sb
Method: DFT, ωB97M-V with the def2-TZVPD basis set

```
! RIJCOSX wB97M-V def2-TZVPD def2/J DEFGRID3
* xyz -1 3
Ni 0.46 -0.90 0.23
S 0.13 -2.61 -1.18
C 1.62 -2.56 -2.13
C 1.76 -3.43 -3.21
C 2.89 -3.42 -4.01
C 3.91 -2.52 -3.75
C 3.79 -1.65 -2.67
C 2.66 -1.65 -1.85
S 2.59 -0.52 -0.50
H 0.95 -4.12 -3.42
H 2.96 -4.11 -4.85
H 4.80 -2.50 -4.37
H 4.58 -0.95 -2.45
C 2.19 -2.85 2.56
C 1.69 -1.87 3.62
C 2.25 -0.46 3.41
C 0.18 -1.95 3.77
C -0.31 -2.74 4.81
C -1.67 -2.90 5.04
C -2.56 -2.22 4.23
C -2.12 -1.41 3.19
C -3.16 -0.63 2.40
C -3.01 0.88 2.66
C -3.19 -0.94 0.91
C -0.74 -1.28 2.92
O -0.35 -0.51 1.91
H 3.28 -2.80 2.46
H 1.78 -2.64 1.57
H 1.92 -3.88 2.82
H 2.09 -2.22 4.58
H 2.05 -0.10 2.41
H 3.33 -0.47 3.55
H 1.81 0.24 4.12
H 0.41 -3.25 5.44
H -2.02 -3.53 5.85
H -3.62 -2.30 4.41
H -4.13 -0.93 2.81
H -2.05 1.23 2.27
H -3.05 1.09 3.73
H -3.81 1.44 2.17
H -2.30 -0.55 0.40
H -4.07 -0.48 0.44
H -3.24 -2.02 0.73
C -2.61 2.88 -0.41
C -1.91 2.49 -1.71
C -2.87 1.75 -2.63
Sb -0.15 1.29 -1.24
C 0.68 1.03 -3.22
C -0.01 -0.07 -4.01
C 0.77 2.32 -4.02
C 1.15 2.88 -0.53
C 1.31 2.75 0.98
C 0.73 4.30 -0.92
H -3.45 3.56 -0.60
H -1.94 3.37 0.30
H -3.01 1.99 0.08
H -1.55 3.39 -2.21
H -3.15 0.78 -2.21
H -2.45 1.57 -3.62
H -3.80 2.32 -2.76
H 1.69 0.69 -2.97
H -0.98 0.25 -4.39
H -0.16 -0.97 -3.42
H 0.60 -0.35 -4.88
H -0.22 2.76 -4.20
H 1.22 2.13 -5.00
H 1.39 3.08 -3.53
H 2.10 2.64 -1.01
H 0.36 2.91 1.50
H 2.02 3.50 1.36
H 1.67 1.76 1.26
H -0.22 4.57 -0.45
H 0.62 4.43 -1.99
H 1.48 5.02 -0.57
*
```

The calculation puts the frontier orbital gap (spin up / spin down) at 6.7996 / 7.0370 eV. The strongest force on any atom comes out at 0.0006 hartree/bohr. The LUMO energy (spin up / spin down) comes out at 2.8 / 2.7 eV. The calculation puts the energy above the lowest of the compared OMol25 structures with the same formula, charge and spin at 0.0 kJ/mol. The calculation puts the total energy at -99982.935 eV.